Record 1
Entry from the Open Molecules 2025 dataset: C30H27ClFIrN5O4Se as an isolated structure in a non-equilibrium geometry (ωB97M-V/def2-TZVPD).

```
70
Properties=species:S:1:pos:R:3:forces:R:3:lowdin_charge:R:1
Ir -0.30520 0.85052 0.60553 -0.1250 1.6939 0.7052 1.602
Se -7.79611 0.91030 1.71681 0.6228 -0.1316 0.4436 1.205
N -6.59492 2.19455 1.98398 0.5399 0.5954 -0.7985 -0.230
C -5.43018 1.82156 1.48631 -0.8801 -1.9665 0.4175 -0.285
C -4.13758 2.50695 1.61702 0.3266 -0.9369 0.7671 -0.067
C -3.86191 3.63963 2.38650 0.0689 0.2988 -1.3632 0.048
C -2.51196 4.00250 2.51931 0.4873 0.5533 1.8956 -0.008
C -1.42862 3.18426 2.15292 -2.5580 0.6794 -0.8903 -0.057
N -1.71166 2.08552 1.43607 -0.0599 0.1731 0.5444 -0.079
C -3.01402 1.73928 1.19963 0.2074 -0.6864 -0.6365 -0.122
C -3.07955 0.46788 0.52974 -2.7296 1.6991 1.4972 -0.178
N -1.91054 -0.04328 0.07474 1.6108 0.6164 -0.3160 -0.159
C -1.97072 -1.24646 -0.54645 -0.8264 -1.7975 -0.7751 -0.145
C -3.11118 -1.97779 -0.52971 1.0640 -2.0909 -1.0485 -0.048
C -4.29836 -1.57979 0.06939 -0.5199 0.9031 0.9342 0.032
C -4.26391 -0.24306 0.54010 0.1081 -0.4778 -0.3736 -0.099
C -5.44577 0.39565 1.02998 -1.0917 0.8107 0.6827 -0.312
N -6.59603 -0.27776 1.13460 0.9189 1.5606 -0.4112 -0.214
H -4.69683 4.29120 2.71303 0.7712 -0.5462 0.0478 0.149
H -2.29983 4.88231 3.15563 0.0197 -0.5006 -0.6835 0.130
H -0.40821 3.45111 2.27609 0.5181 0.1165 0.3161 0.094
H -1.10716 -1.52218 -1.11956 -0.0796 -0.2913 0.0871 0.070
H -3.07863 -2.96316 -1.01103 0.0405 0.4264 0.0725 0.129
H -5.17484 -2.19899 0.27144 0.4136 0.1705 -0.4350 0.130
C 0.31029 -1.32795 2.82488 0.2780 0.7066 -0.2728 -0.025
C 1.40161 -2.12693 2.10427 -0.2736 -1.1047 -0.6263 -0.324
C 2.79706 -1.68153 2.46027 0.5489 0.5720 -1.1588 -0.046
C 1.33934 -2.39666 0.52223 -0.8485 1.4440 1.0000 -0.054
C 1.51832 -3.70769 0.11570 0.9725 -0.4027 2.0065 0.058
C 1.49191 -4.12118 -1.22270 -0.1083 -0.9975 -0.8151 0.042
C 1.07456 -3.20596 -2.14147 0.3242 -0.3891 -1.3082 0.011
C 0.99208 -1.84231 -1.86883 -1.4235 0.2706 -0.6649 -0.076
C 0.55361 -0.88249 -2.96627 1.1358 1.3350 -0.1207 -0.342
C -0.78693 -1.17004 -3.63197 -0.6370 0.4733 0.0562 -0.022
C 1.71887 -0.87541 -3.97512 0.1930 -0.6884 -1.3680 -0.020
C 1.17721 -1.42764 -0.51817 0.8656 -0.3203 2.4303 -0.137
N 1.18849 -0.03220 -0.29840 1.8782 -1.8151 -0.7848 -0.075
C 2.30412 0.62653 -0.81860 0.3997 1.3212 -0.4542 -0.225
C 3.69284 0.22108 -0.71745 -1.2833 -0.2959 0.0231 0.023
C 4.73774 1.04399 -1.18252 -1.0333 -2.6584 0.4385 -0.049
C 4.45232 2.27416 -1.67894 -0.8327 1.7039 -0.7444 -0.018
C 3.11195 2.70936 -1.86419 0.0136 -0.0707 0.2517 0.045
C 2.06814 1.88010 -1.48065 0.3762 0.4915 -0.2662 -0.202
F 0.77725 2.23648 -1.82483 1.2317 -0.3995 0.8148 0.037
H 0.69889 -0.90226 3.77759 -0.2660 -0.3816 -0.6495 0.117
H -0.61455 -1.87881 3.01567 0.1750 0.0746 -0.1861 0.100
H 0.04761 -0.43364 2.21123 -0.2089 0.1657 0.1926 -0.003
H 1.24120 -3.12165 2.54783 0.3421 -0.0166 -0.3771 0.135
H 3.05523 -0.72809 1.99757 -0.2421 0.2464 0.0932 0.055
H 3.53855 -2.35872 2.05771 0.1846 -0.4553 0.0553 0.092
H 2.96649 -1.57269 3.50445 -0.0363 -0.0542 0.9305 0.090
H 1.80306 -4.45757 0.90235 -0.4786 0.7564 -0.8334 0.166
H 1.76653 -5.18156 -1.43666 -0.5379 1.0681 -0.1296 0.160
H 0.85529 -3.44204 -3.16889 0.2009 -0.5597 -0.1640 0.134
H 0.56353 0.17891 -2.63470 -0.3240 -0.9752 0.2868 0.117
H -0.93657 -2.22779 -3.60108 -0.6333 -0.7472 -0.1229 0.075
H -0.86769 -0.85697 -4.68729 0.5092 -0.0337 0.5002 0.109
H -1.60644 -0.64345 -3.10025 0.4322 -0.5417 -0.2352 0.092
H 2.00046 -1.88750 -4.35107 -0.2509 0.7034 0.2724 0.105
H 2.58554 -0.42206 -3.53539 0.6422 0.0837 0.3355 0.068
H 1.48255 -0.25663 -4.86128 -0.1853 -0.3105 0.4827 0.112
H 3.86563 -0.73610 -0.18605 0.1763 0.6807 -0.5503 0.129
H 5.70780 0.57102 -1.25885 0.2412 0.4808 0.4468 0.129
H 5.26000 2.94832 -1.97329 -0.2919 -0.2421 -0.0148 0.137
H 2.91959 3.70389 -2.29972 -0.0430 -0.7346 0.1982 0.150
O 2.26612 2.86237 3.35715 -0.2920 -0.5560 -0.7485 -0.223
Cl 2.50943 2.66757 1.97427 -0.2743 -0.9173 -1.5281 0.861
O 2.62062 3.90037 1.25711 0.3492 -1.4114 0.5119 -0.237
O 3.50971 1.63992 1.69492 -1.5301 1.9592 0.4985 -0.278
O 1.07434 2.07074 1.26734 1.7171 1.6707 1.6184 -0.580
```
Forces are in eV/Å.

Values from the calculation:
- <S²> = 8.83
- LUMO (alpha / beta) (eV) = -6.16 / -10.39
- spin multiplicity = 6
- net charge = +2


Record 2
Entry from the Open Molecules 2025 dataset: C30H27CuN2Si as an isolated structure (ωB97M-V/def2-TZVPD).

```
61
Properties=species:S:1:pos:R:3:forces:R:3:lowdin_charge:R:1
Cu 0.38690 -0.06472 1.19313 -0.1295 -0.3896 -0.1661 0.247
N 0.88434 3.18735 -0.28867 -0.1273 -0.1962 0.0594 0.000
C -0.01397 4.16270 -0.30801 0.2096 -0.1057 -0.0480 -0.467
C 0.24323 5.54848 -0.58746 0.0381 0.0374 0.0066 -0.101
C -0.76070 6.49527 -0.59840 -0.0025 -0.0295 0.0367 -0.186
C -2.08552 6.15804 -0.32540 -0.1612 0.2107 -0.0101 -0.199
C -2.36923 4.81996 -0.02546 0.0552 0.0295 -0.0039 -0.169
C -1.38800 3.85790 -0.01803 -0.1152 0.0449 -0.0141 -0.087
H 0.73474 2.20027 1.62891 0.0119 -0.0569 0.0841 -0.016
H 1.81921 3.53790 -0.48484 -0.0476 0.1798 -0.0406 -0.006
H 1.27040 5.84682 -0.78511 -0.0161 -0.0156 -0.0198 0.074
H -0.50682 7.53220 -0.81115 0.0010 -0.0208 -0.0210 0.073
H -2.86755 6.90950 -0.33564 0.0115 -0.0115 0.0205 0.055
H -3.39013 4.53836 0.22098 0.0037 -0.0383 -0.0395 0.077
H -1.63041 2.82634 0.21335 0.0429 -0.0132 0.0233 0.079
C 2.43858 -1.21244 -4.33700 0.0013 -0.0199 -0.0183 -0.131
C 1.67531 -0.17928 -3.80637 -0.0268 0.0284 -0.0650 -0.100
C 0.99735 -0.35650 -2.61082 0.0076 0.0363 0.0696 -0.105
C 1.05882 -1.56386 -1.90676 0.1519 -0.0354 0.3663 -0.292
C 1.85318 -2.57725 -2.44310 -0.0468 0.0189 0.0183 -0.118
C 2.53031 -2.41123 -3.64608 0.0356 -0.0307 -0.0879 -0.122
Si -0.06243 -1.70005 -0.32290 -0.0988 -0.4341 -0.8646 0.653
C -1.66814 -1.84663 -1.42704 0.0052 0.3371 0.4568 -0.298
C -1.75440 -2.78961 -2.45567 0.0122 -0.0284 0.0126 -0.118
C -2.83687 -2.83162 -3.31895 -0.0288 -0.0201 -0.0323 -0.109
C -3.87562 -1.91774 -3.17727 -0.0327 -0.0129 0.0292 -0.128
C -3.81947 -0.97883 -2.16022 -0.0934 0.0281 -0.0548 -0.110
C -2.72700 -0.94862 -1.29908 0.0219 0.0023 0.0551 -0.108
C 0.11422 -3.57332 0.14057 0.0715 0.3387 0.2850 -0.299
C -0.98255 -4.43026 0.25779 0.0172 0.0253 -0.0297 -0.111
C -0.84400 -5.74052 0.69578 0.0238 -0.0808 -0.0168 -0.112
C 0.40953 -6.23414 1.02898 -0.0022 -0.0348 0.0513 -0.130
C 1.51410 -5.39751 0.94331 0.0600 -0.0478 -0.0511 -0.114
C 1.35988 -4.08675 0.51516 -0.0115 0.0195 0.0271 -0.135
H 2.95349 -1.08280 -5.28296 0.0225 0.0059 0.0252 0.083
H 1.60697 0.76684 -4.33114 -0.0123 0.0117 0.0288 0.095
H 0.40684 0.46026 -2.20560 0.0609 0.0710 -0.0064 0.095
H 1.93609 -3.52271 -1.91893 -0.0043 -0.0369 -0.0563 0.078
H 3.12223 -3.22546 -4.05294 0.0125 0.0062 0.0278 0.084
H -0.94459 -3.49992 -2.58430 0.0166 -0.0080 -0.0460 0.101
H -2.87401 -3.56864 -4.11442 0.0301 -0.0095 0.0115 0.088
H -4.71971 -1.94002 -3.85777 0.0006 0.0051 0.0043 0.084
H -4.62470 -0.26172 -2.04432 0.0288 0.0180 0.0174 0.091
H -2.68707 -0.19801 -0.51669 -0.0042 0.0153 -0.0066 0.086
H -1.96679 -4.05854 -0.00227 -0.0289 -0.0394 -0.0025 0.093
H -1.71428 -6.38360 0.77343 -0.0121 0.0211 0.0017 0.088
H 0.52666 -7.25727 1.36879 -0.0180 -0.0012 -0.0119 0.084
H 2.49633 -5.77403 1.20878 -0.0018 0.0348 0.0222 0.089
H 2.22552 -3.43231 0.47783 0.0380 -0.0405 0.0151 0.099
N 0.83124 1.40084 2.26516 0.0041 0.3296 -0.1228 -0.076
C 1.16211 1.77709 3.50521 0.0223 -0.1083 -0.0046 -0.410
C 1.59722 0.84542 4.48913 -0.0425 -0.0013 -0.0039 -0.080
C 1.99098 1.25336 5.74788 -0.0494 0.0092 0.0035 -0.164
C 1.93896 2.59305 6.12729 0.0584 0.0617 0.1782 -0.184
C 1.48123 3.52463 5.19334 0.0923 -0.1359 0.0549 -0.155
C 1.11783 3.14018 3.92018 0.0002 0.0921 0.0325 -0.059
H 1.63509 -0.20360 4.21417 0.0237 0.0157 -0.0324 0.082
H 2.35505 0.51304 6.45610 -0.0454 -0.0116 -0.0147 0.078
H 2.25199 2.90224 7.11882 -0.0317 -0.0003 -0.0163 0.062
H 1.41149 4.56988 5.48128 0.0152 0.0147 -0.0830 0.081
H 0.77656 3.88158 3.20543 -0.0170 -0.0335 -0.0338 0.098
```
Forces are in eV/Å.

Values from the calculation:
- LUMO (eV) = 4.51
- net charge = -2